(1)
Computed, not measured: an isolated molecule of C3H5FO2, with ωB97M-V/def2-TZVPD.

```
11
Properties=species:S:1:pos:R:3:mulliken_charge:R:1
C -1.198 -1.010 1.016 -0.60
O -0.302 0.076 0.523 -0.25
C 0.042 0.160 -0.691 0.57
O -0.163 -0.625 -1.592 -0.56
C 1.214 1.190 -0.788 -0.13
F 1.355 1.985 0.339 -0.26
H -1.504 -0.817 2.101 0.24
H -0.550 -1.965 1.019 0.27
H -2.249 -1.169 0.600 0.27
H 1.156 1.707 -1.795 0.27
H 2.199 0.468 -0.731 0.18
```

LUMO level (eV): 0.79
ΔE to the lowest compared entry with this formula, charge and spin (eV): 1.316
Total energy (hartree): -367.608882
Net charge: 0

(2)
Computed, not measured: a cluster of 10 separate species, C50H72F6N14O12S2 in total, with ωB97M-V/def2-TZVPD.

```
156
Properties=species:S:1:pos:R:3:mulliken_charge:R:1
C -10.419 -14.163 4.233 -0.94
N -11.082 -14.826 5.313 0.02
C -11.134 -16.188 5.363 -0.73
C -11.895 -16.800 6.450 -0.35
C -12.585 -16.020 7.331 0.50
C -12.568 -14.606 7.246 -0.70
C -11.777 -14.044 6.220 -0.16
C -13.340 -16.678 8.445 0.56
C -14.392 -17.504 8.146 -0.54
C -15.162 -18.109 9.159 -0.21
N -14.860 -17.892 10.481 0.26
C -13.807 -17.145 10.860 -0.50
C -13.070 -16.477 9.852 -0.67
C -15.761 -18.285 11.570 -1.17
H -10.754 -14.443 3.234 0.39
H -9.338 -14.273 4.327 0.40
H -10.560 -13.091 4.368 0.31
H -10.574 -16.636 4.556 0.53
H -11.814 -17.862 6.633 0.56
H -13.223 -14.003 7.858 0.53
H -11.792 -12.964 6.214 0.41
H -14.589 -17.843 7.140 0.56
H -16.040 -18.713 8.980 0.48
H -13.615 -17.046 11.918 0.72
H -12.344 -15.741 10.166 0.58
H -16.633 -18.877 11.293 0.38
H -16.102 -17.350 12.016 0.52
H -15.253 -18.937 12.281 0.13
C -21.323 -18.358 11.631 -0.97
N -20.912 -18.626 13.027 0.09
C -20.326 -17.606 13.729 -0.13
C -20.033 -17.798 15.086 -0.53
C -20.322 -19.009 15.678 0.86
C -21.017 -19.988 14.878 -1.01
C -21.288 -19.757 13.569 -0.51
C -19.950 -19.290 17.028 0.84
C -18.668 -18.897 17.443 -0.64
C -18.270 -19.313 18.714 -0.39
N -19.024 -20.105 19.487 0.29
C -20.249 -20.459 19.105 -0.42
C -20.761 -20.091 17.873 -0.51
C -18.579 -20.382 20.856 -0.84
H -22.412 -18.336 11.613 0.40
H -21.046 -19.232 11.041 0.36
H -20.935 -17.409 11.263 0.30
H -20.086 -16.759 13.104 0.43
H -19.520 -16.932 15.477 0.48
H -21.317 -20.977 15.192 0.48
H -21.741 -20.517 12.950 0.74
H -18.034 -18.291 16.812 0.14
H -17.292 -19.065 19.100 0.40
H -20.769 -21.120 19.783 0.42
H -21.699 -20.536 17.574 0.55
H -19.182 -19.967 21.664 0.35
H -17.531 -20.101 20.964 0.25
H -18.763 -21.451 20.967 0.37
C -14.196 -23.255 18.409 -0.23
C -14.597 -21.954 19.117 -0.11
N -14.179 -20.716 18.436 0.41
C -13.961 -20.570 17.089 0.23
C -13.479 -19.310 16.817 -1.38
N -13.476 -18.579 18.025 0.25
C -13.869 -19.490 18.996 -0.47
C -13.063 -17.202 18.097 -0.75
H -14.887 -24.098 18.425 0.37
H -13.237 -23.656 18.736 0.43
H -14.108 -23.090 17.335 -0.52
H -14.096 -21.982 20.084 0.53
H -15.665 -21.843 19.306 0.05
H -14.063 -21.378 16.380 0.08
H -13.231 -18.849 15.872 0.61
H -13.887 -19.362 20.068 0.50
H -13.932 -16.650 17.738 0.33
H -12.201 -17.063 17.445 0.28
H -12.942 -16.857 19.123 0.35
C -10.420 -18.640 9.741 -1.31
C -11.149 -19.931 9.529 -0.01
N -10.573 -21.001 10.312 0.38
C -10.448 -22.299 9.923 -0.49
C -10.104 -23.017 11.048 -0.53
N -9.846 -22.155 12.133 0.29
C -10.241 -20.923 11.643 -0.46
C -9.459 -22.527 13.464 -0.77
H -9.348 -18.839 9.766 0.49
H -10.612 -18.279 10.751 0.36
H -10.565 -17.816 9.043 0.24
H -11.267 -20.368 8.537 0.32
H -12.203 -19.732 9.723 0.12
H -10.726 -22.646 8.939 0.47
H -9.868 -24.053 11.241 0.62
H -10.279 -20.051 12.279 0.33
H -8.645 -21.848 13.722 0.38
H -9.356 -23.587 13.693 0.33
H -10.343 -22.306 14.061 0.27
C -16.117 -24.390 9.696 -1.20
C -17.051 -24.912 10.841 -0.27
N -16.563 -26.178 11.300 0.66
C -16.846 -27.399 10.670 -0.39
C -16.370 -28.454 11.497 -0.69
N -15.822 -27.862 12.625 0.27
C -16.009 -26.505 12.546 -0.12
C -15.256 -28.539 13.733 -0.85
H -15.102 -24.222 10.056 0.25
H -16.489 -23.479 9.228 0.34
H -15.903 -25.183 8.979 0.42
H -18.110 -25.034 10.617 0.64
H -17.073 -24.157 11.627 -0.16
H -17.238 -27.388 9.664 0.47
H -16.386 -29.520 11.327 0.50
H -15.865 -25.804 13.356 0.21
H -15.939 -29.344 14.009 0.36
H -15.162 -27.854 14.576 0.27
H -14.323 -28.943 13.341 0.38
C -13.323 -22.004 12.761 -0.41
C -14.099 -23.278 13.149 0.87
N -15.038 -23.074 14.177 1.70
C -15.383 -23.982 15.135 -1.43
C -16.334 -23.407 15.912 -1.36
N -16.710 -22.229 15.354 1.77
C -15.871 -21.986 14.297 -0.89
C -17.715 -21.337 15.854 -0.96
H -12.493 -21.828 13.445 -0.04
H -13.956 -21.127 12.630 -0.17
H -12.692 -22.188 11.891 0.30
H -13.408 -24.040 13.509 -0.28
H -14.516 -23.792 12.283 -0.60
H -14.785 -24.879 15.187 0.83
H -16.786 -23.603 16.873 0.84
H -16.031 -21.115 13.680 0.24
H -17.763 -20.425 15.259 0.21
H -17.474 -21.006 16.864 0.08
H -18.556 -22.028 15.803 0.12
C -11.098 -25.046 16.114 0.57
F -11.573 -25.679 17.195 -0.21
F -11.742 -23.876 16.045 -0.12
F -9.780 -24.818 16.197 -0.22
S -11.532 -26.138 14.623 0.81
O -10.856 -27.404 14.781 -0.62
O -12.968 -26.238 14.593 -0.59
O -11.099 -25.328 13.461 -0.62
C -20.259 -23.288 13.257 0.47
F -21.548 -22.978 13.512 -0.26
F -20.132 -23.666 12.016 -0.21
F -19.446 -22.272 13.464 -0.07
S -19.692 -24.735 14.402 0.99
O -20.565 -25.875 14.038 -0.68
O -18.258 -24.914 14.192 -0.53
O -20.022 -24.232 15.742 -0.61
N -18.298 -24.153 19.235 0.93
O -19.437 -24.265 19.622 -0.71
O -17.952 -23.068 18.863 -0.43
O -17.481 -25.012 19.145 -0.67
N -15.892 -17.625 14.970 0.80
O -16.074 -18.746 15.204 -0.25
O -14.794 -17.134 14.802 -0.73
O -16.886 -16.947 14.779 -0.67
```

LUMO level (eV): -10.91
Total energy (hartree): -5011.787030
Net charge: +4

(3)
Computed, not measured: an isolated molecule of C20H21N3O3S, with ωB97M-V/def2-TZVPD.

```
48
Properties=species:S:1:pos:R:3:mulliken_charge:R:1
C -8.926 -0.530 -1.173 -1.12
C -7.949 0.568 -0.758 -0.30
O -6.593 0.230 -0.931 -0.31
C -6.106 -0.752 -0.041 -0.60
C -4.584 -0.769 -0.129 -0.48
C -3.987 0.539 0.396 -0.91
N -2.551 0.566 0.257 -0.13
C -1.714 0.435 1.311 0.32
O -2.101 0.363 2.461 -0.66
C -0.260 0.419 0.956 0.82
C 0.222 -0.191 -0.197 -0.90
C 1.578 -0.193 -0.470 -0.23
C 2.453 0.419 0.412 -0.91
N 3.858 0.415 0.129 0.37
C 4.440 1.596 -0.239 0.18
S 3.596 2.995 -0.436 -0.34
N 5.781 1.583 -0.464 -0.07
C 6.569 0.462 -0.373 0.43
C 7.940 0.510 -0.622 -0.80
C 8.691 -0.642 -0.522 -0.40
C 8.096 -1.852 -0.176 -0.67
C 6.741 -1.906 0.071 -0.53
C 5.965 -0.752 -0.024 0.18
C 4.524 -0.809 0.244 0.79
O 3.922 -1.812 0.550 -0.61
C 1.989 1.008 1.578 0.05
C 0.635 1.003 1.847 -0.87
H -8.866 -1.383 -0.501 0.32
H -8.702 -0.864 -2.183 0.28
H -9.940 -0.142 -1.148 0.39
H -8.133 0.851 0.290 0.33
H -8.095 1.449 -1.389 0.28
H -6.501 -1.744 -0.306 0.34
H -6.422 -0.517 0.987 0.38
H -4.199 -1.608 0.453 0.29
H -4.301 -0.906 -1.174 0.33
H -4.200 0.647 1.462 0.33
H -4.426 1.379 -0.150 0.35
H -2.173 0.637 -0.674 0.29
H -0.450 -0.693 -0.877 0.42
H 1.959 -0.669 -1.360 0.48
H 6.191 2.468 -0.734 0.28
H 8.399 1.450 -0.890 0.39
H 9.752 -0.603 -0.715 0.40
H 8.697 -2.745 -0.102 0.41
H 6.249 -2.827 0.342 0.47
H 2.685 1.470 2.262 0.47
H 0.250 1.448 2.751 0.43
```

LUMO level (eV): 0.07
ΔE to the lowest compared entry with this formula, charge and spin (eV): 0.926
Total energy (hartree): -1562.964997
Net charge: 0